Formula: C3H8AsCsF6O
Source: OMol25
Level of theory: ωB97M-V/def2-TZVPD

Properties
**Frontier orbital gap (alpha / beta)**: 9.25 / 2.46 eV
**Net charge**: +1
**E_HOMO (alpha / beta)**: -14.0 / -14.0 eV
**Multiplicity**: 2

Last column: Löwdin charge in e.
Element x y z (Å)
H1 1.4096 3.2135 2.3743  0.128
F1 -2.0202 -2.7782 -3.2607  -0.295
F2 -0.4806 -2.2173 -1.4222  -0.456
C1 0.0876 1.6211 1.7913  -0.368
H2 1.3826 0.2945 2.0663  0.164
H3 -1.5533 2.7993 0.7385  0.124
H4 -0.1764 3.1870 3.2801  0.132
H5 1.0506 1.9525 3.5897  0.110
F3 -0.4520 -4.5298 -4.1070  -0.247
C2 -0.6858 2.1526 0.6069  -0.012
H6 -0.5077 0.9094 2.3633  0.225
Cs1 1.1775 0.0898 -1.6982  1.174
F4 -1.1314 -4.6299 -1.6126  -0.300
H7 -0.0343 2.7687 -0.0128  0.107
F5 0.3485 -2.2550 -3.8636  -0.315
As1 -0.3830 -3.3942 -2.7665  0.840
O1 1.0838 0.7726 1.2893  0.117
F6 1.2102 -3.8406 -2.1948  -0.268
C3 0.6264 2.6053 2.8268  0.077
H8 -0.9520 1.2789 0.0120  0.066


Formula: CH5N3
Source: OMol25
Level of theory: ωB97M-V/def2-TZVPD

Properties
**Relative energy (zero: lowest compared OMol25 entry of this formula, charge and spin)**: 0.0 kJ/mol
**Frontier orbital gap (alpha / beta)**: 12.92 / 8.55 eV
**Net charge**: +1
**E_HOMO (alpha / beta)**: -16.8 / -16.5 eV
**Multiplicity**: 2

Last column: Löwdin charge in e.
Element x y z (Å)
H1 1.7772 0.4878 -0.9445  0.150
N1 0.9029 0.7662 -0.5162  0.223
H2 0.8445 1.7709 -0.4256  0.149
H3 -0.2772 -2.0689 -0.1757  0.109
N2 -0.0726 -1.3174 -0.8420  0.314
H4 -0.9308 1.0431 1.1355  0.144
N3 -0.7799 0.0795 0.8882  0.244
H5 -1.4716 -0.6319 1.0546  0.139
C1 0.0074 -0.1296 -0.1743  -0.472


Formula: C26H73F2NO12S10Zr
Source: OMol25
Level of theory: ωB97M-V/def2-TZVPD

Properties
**Frontier orbital gap**: 7.40 eV
**Net charge**: +2
**E_HOMO**: -11.5 eV

Last column: Löwdin charge in e.
Element x y z (Å)
O1 1.2856 -1.5951 -0.2671  -0.707
H1 4.2468 -5.9042 1.6581  0.058
C1 5.7828 0.5003 1.6927  -0.218
C2 1.2324 -4.1091 -1.4308  -0.201
C3 3.4557 -1.2969 4.6569  -0.200
S1 -1.2272 -2.8642 1.2031  0.948
C4 -2.7930 -2.5178 -2.5857  -0.105
H2 -3.6933 -2.9755 0.6677  0.068
H3 -1.8420 5.2060 -4.3163  0.061
O2 -0.3595 -1.6295 1.4531  -0.703
H4 -7.2380 1.9048 -0.0089  0.058
H5 2.5280 4.5036 2.1915  0.040
C5 1.5521 3.1343 4.0619  -0.193
H6 5.5399 1.2926 0.9846  0.062
H7 -2.8958 1.0103 0.7217  0.032
F1 -0.7520 0.3046 -0.4112  -0.481
H8 -1.5866 1.0577 5.2460  0.053
C6 -1.1796 0.8742 -3.6943  -0.178
H9 5.3277 -0.7695 -0.8890  0.046
H10 -5.0815 0.7526 -2.8989  0.047
H11 -3.4326 -1.8556 1.8876  0.045
H12 -7.0913 3.5768 0.0999  0.054
H13 -4.8727 0.9195 -1.1737  0.018
H14 -0.3256 -1.8191 5.0104  0.043
H15 3.5318 1.0013 -3.9581  0.067
S2 0.9793 -2.2774 -1.5991  0.951
H16 0.8437 -4.4184 -0.4606  0.032
C7 -2.9377 -2.2674 1.0081  -0.252
C8 -4.5775 4.5143 -4.7734  -0.256
Zr1 1.0016 0.1699 0.9213  1.964
H17 3.5148 -1.6866 5.6731  0.069
C9 0.7130 -2.1476 4.9736  -0.186
H18 2.0097 3.8469 4.7481  0.061
H19 -1.0616 -5.3015 -3.0699  0.108
H20 4.0595 -0.4004 4.5164  0.037
H21 -2.6696 -1.6681 -4.5860  0.104
C10 1.8208 -5.5917 3.2612  -0.219
C11 5.2902 -1.5763 -0.1571  -0.202
S3 4.6662 -0.9309 1.4502  0.949
H22 6.3160 -1.9396 -0.0955  0.068
H23 1.0225 -5.7218 2.5306  0.046
H24 -1.7653 0.7769 -1.9129  0.016
H25 2.4492 -0.7733 -2.8254  0.040
O3 -7.4265 2.8253 -2.6874  -0.549
H26 -5.6224 2.5260 0.4574  0.024
C12 -1.4350 4.0933 -0.2581  -0.214
H27 6.8561 0.3107 1.6770  0.073
C13 -5.5973 1.0318 -1.9802  -0.252
O4 4.5172 1.3293 -2.2024  -0.147
O5 3.1886 -0.4722 1.1915  -0.675
H28 -4.5041 4.7120 -3.7040  0.022
S4 -6.0813 2.8077 -1.9417  0.832
H29 3.6787 -2.0561 3.9072  -0.003
H30 -2.5110 -4.0409 -1.2024  0.110
H31 -1.4802 -3.0443 3.6090  0.039
C14 -2.3902 -2.4371 -3.8810  -0.127
H32 4.5769 -2.2444 -0.6398  0.038
O6 1.4862 -0.7219 2.8649  -0.719
H33 -1.4117 4.7384 -1.1364  0.040
H34 5.1056 1.8957 -4.0325  0.089
S5 -1.8116 0.3913 2.8505  0.957
H35 -5.5025 4.0024 -5.0385  0.047
H36 1.3814 -5.1758 4.1679  0.042
C15 3.3802 3.8256 2.2363  -0.235
H37 3.6101 2.6809 -3.4599  0.074
F2 2.1466 0.9923 -0.7207  -0.480
C16 -1.9364 4.1517 -4.0565  -0.253
H38 -2.3108 -4.3840 2.8308  0.073
H39 -2.1614 4.4721 0.4608  0.051
H40 0.9929 4.8214 -1.7835  0.061
H41 -1.3435 1.3903 -4.6403  0.061
H42 3.7244 1.2879 -1.6628  0.010
H43 3.1043 -2.4128 -2.6795  0.044
C17 1.1838 3.9117 -1.2141  -0.205
H44 -4.0619 0.9554 2.0438  0.059
O7 -2.7396 3.6724 -6.6026  -0.562
C18 -1.5878 -4.3628 -3.1612  -0.169
H45 -4.5228 5.3817 -5.4313  0.064
H46 -1.8928 2.3680 4.1096  0.051
H47 -1.1834 -0.1919 -3.9215  0.051
H48 -3.2498 1.3308 4.6768  0.070
H49 -2.9510 2.3710 1.9550  0.052
H50 2.8967 -5.6208 0.5356  0.052
H51 0.8362 3.6518 3.4234  0.051
H52 -0.9385 3.7192 -4.1289  0.040
S6 2.8328 -4.2462 2.5294  0.874
C19 4.1726 1.7477 -3.4887  -0.160
C20 -2.1971 1.3612 4.3956  -0.191
H53 3.8217 3.6043 1.2646  0.071
H54 -0.1522 1.1124 -3.4191  0.075
O8 -2.1078 1.2033 -2.7019  -0.140
H55 5.6399 0.9249 2.6864  0.031
H56 -0.5242 -4.3716 3.0117  0.011
O9 -0.3996 0.7659 2.4218  -0.696
C21 3.6533 -5.1403 1.1558  -0.221
C22 -6.5040 2.6963 -0.1606  -0.265
O10 1.7706 -3.3265 1.8890  -0.577
H57 -2.2345 3.9428 -3.0291  0.009
H58 1.0129 2.4313 4.6968  0.040
H59 1.0454 -2.4603 5.9634  0.066
C23 2.2047 -1.8337 -2.8880  -0.184
N1 -2.2620 -3.7437 -2.1350  0.011
H60 1.0052 -4.7259 -2.3003  0.058
C24 -1.5561 -3.5278 -4.2307  -0.090
H61 4.3264 -4.4965 0.5896  0.045
H62 -6.4984 0.4391 -1.8220  0.062
S7 3.0031 2.3452 3.1743  0.978
S8 -3.2115 3.3701 -5.1766  0.833
C25 -3.0707 1.3060 1.7562  -0.179
H63 -2.9445 -1.4423 0.2958  0.037
H64 -1.9185 3.2168 -0.6895  0.045
H65 4.1089 4.4563 2.7456  0.069
C26 -1.4095 -3.7718 2.8004  -0.191
H66 1.8826 -2.1672 -3.8745  0.070
H67 2.3687 -6.5326 3.3124  0.067
H68 2.2708 3.8789 -1.1408  0.053
O11 0.4165 2.4553 0.8729  -0.684
H69 0.7421 3.0744 -1.7544  0.048
H70 -3.4155 -1.8854 -1.9701  0.098
O12 2.2636 1.4491 2.1652  -0.731
H71 -1.0706 -3.7791 -5.1621  0.107
H72 2.2995 -4.2286 -1.2434  0.028
S9 0.2867 3.8787 0.4051  0.938
S10 1.7309 -0.7211 4.3456  0.943
H73 0.8185 -3.0520 4.3744  0.015


Formula: C4H5N
Source: OMol25
Level of theory: ωB97M-V/def2-TZVPD

Properties
**Relative energy (zero: lowest compared OMol25 entry of this formula, charge and spin)**: 255.4 kJ/mol
**Frontier orbital gap**: 10.18 eV
**E_HOMO**: -9.2 eV

Last column: Löwdin charge in e.
Element x y z (Å)
N1 1.1631 0.3075 -1.5436  0.148
H1 -1.5159 -1.0085 1.3888  0.083
H2 2.1086 0.5890 -1.3782  0.038
H3 -1.4042 -1.1457 -1.4069  0.143
C1 -0.9427 -0.5402 -0.5495  -0.046
C2 0.2306 0.4513 0.8532  -0.114
H4 1.2190 0.0977 1.3904  0.145
C3 0.2817 0.1686 -0.6533  -0.445
H5 -0.1809 1.5004 1.1461  0.134
C4 -0.9593 -0.4202 0.7530  -0.086


It is found that the max |F| values, taken in the order of the records, are 4.37; 1.47; 4.82; 4.83 eV/A.